{"formula": "C20H23NO6", "method": "ωB97M-V/def2-TZVPD", "lumo_ev": 0.52, "de_lowest_ev": 0.662, "orbital_gap_ev": 9.0, "symbols": ["O", "O", "O", "O", "O", "O", "N", "C", "C", "C", "C", "C", "C", "C", "C", "C", "C", "C", "C", "C", "C", "C", "C", "C", "C", "C", "C", "H", "H", "H", "H", "H", "H", "H", "H", "H", "H", "H", "H", "H", "H", "H", "H", "H", "H", "H", "H", "H", "H", "H"], "xyz": [[2.7529, 0.0998, -1.0396], [2.3026, -2.0411, -1.6071], [-5.6205, -0.6232, 0.9766], [-1.2485, 2.8481, 0.4677], [-3.1399, 2.4428, -0.6659], [-5.9283, -1.8768, -0.8522], [0.3905, 0.4759, 0.0944], [-1.4430, 1.6645, 1.2538], [7.0632, 0.7541, 0.6590], [5.0815, -0.0758, -0.4210], [-1.4414, -0.7659, 0.2847], [-6.9482, -0.9184, 1.3822], [-0.8776, 0.4664, 0.5669], [6.1474, 0.8119, -0.3772], [-5.2227, -1.1690, -0.1829], [-1.7905, 4.3497, -1.2474], [-0.6188, -2.9186, -0.8908], [-2.8329, -1.2073, 0.6002], [1.9570, -0.9970, -1.1041], [0.6681, -0.7262, -0.5002], [4.9398, -1.0182, 0.5905], [4.0809, -0.0257, -1.5449], [6.9143, -0.1837, 1.6662], [-0.4644, -1.5263, -0.3926], [5.8498, -1.0687, 1.6307], [-3.8045, -0.7828, -0.5141], [-2.1619, 3.1142, -0.4747], [-1.1144, 4.9699, -0.6676], [-7.0767, -0.4661, 2.3623], [5.7304, -1.8040, 2.4127], [-0.9222, 1.8663, 2.1952], [7.6269, -0.2257, 2.4766], [-2.8522, -2.2938, 0.6995], [7.8925, 1.4457, 0.6816], [-2.6898, 4.8984, -1.5114], [4.1155, -1.7159, 0.5575], [4.1353, -0.9439, -2.1444], [-1.4513, -2.9842, -1.5894], [0.2919, -3.2344, -1.3896], [-0.8223, -3.5967, -0.0625], [-3.1629, -0.7705, 1.5437], [-7.6634, -0.4998, 0.6713], [-7.0981, -1.9989, 1.4340], [-1.2947, 4.0440, -2.1672], [-3.5312, -1.2538, -1.4580], [1.0364, 1.2469, 0.1403], [-2.5114, 1.5220, 1.4377], [6.2642, 1.5477, -1.1600], [4.2564, 0.8423, -2.1861], [-3.7640, 0.3017, -0.6346]], "atomic_forces_ev_per_a": [[-0.199, 0.141, 0.144], [-0.051, 0.121, 0.125], [0.286, 0.231, 0.174], [0.367, 0.157, 0.234], [-0.056, -0.023, 0.011], [-0.150, -0.068, -0.012], [0.110, 0.169, 0.046], [-0.167, -0.322, 0.117], [0.121, 0.028, 0.059], [-0.138, 0.112, -0.060], [0.122, 0.207, 0.155], [-0.341, -0.191, -0.052], [-0.195, 0.030, 0.022], [-0.106, -0.085, -0.068], [0.191, -0.058, -0.319], [-0.057, -0.072, 0.093], [0.049, -0.010, -0.019], [-0.005, 0.246, -0.190], [0.163, -0.202, -0.219], [-0.441, -0.269, 0.058], [-0.004, 0.003, -0.026], [0.390, -0.253, -0.328], [0.094, 0.053, 0.030], [0.511, 0.260, -0.056], [-0.058, -0.074, 0.026], [-0.139, -0.080, 0.188], [-0.142, 0.229, -0.259], [0.034, 0.064, -0.035], [0.018, -0.010, -0.047], [-0.006, -0.060, 0.063], [-0.122, 0.018, -0.140], [0.055, 0.001, 0.063], [-0.035, -0.015, 0.119], [0.062, 0.056, 0.011], [-0.033, -0.018, -0.008], [-0.083, -0.079, 0.001], [-0.003, 0.282, 0.075], [-0.076, -0.081, -0.065], [-0.035, -0.111, -0.033], [-0.031, -0.107, 0.020], [-0.024, -0.123, 0.010], [0.029, -0.040, 0.074], [-0.023, 0.105, 0.020], [0.042, -0.018, -0.051], [-0.074, 0.026, 0.022], [-0.030, -0.052, -0.023], [0.182, -0.016, 0.052], [-0.009, 0.088, -0.075], [-0.018, -0.120, 0.092], [0.022, -0.071, -0.013]], "mulliken_charge": [-0.21, -0.67, -0.26, -0.38, -0.59, -0.60, -0.01, -0.77, -0.52, 0.82, 0.88, -0.72, -0.19, -0.54, 0.22, -1.13, -1.52, -1.43, 0.40, -0.17, -0.17, -0.92, -0.43, 0.78, -0.60, 0.38, 0.85, 0.33, 0.22, 0.38, 0.28, 0.37, 0.45, 0.37, 0.35, 0.37, 0.33, 0.30, 0.37, 0.36, 0.38, 0.30, 0.32, 0.26, 0.28, 0.26, 0.46, 0.31, 0.35, 0.08]}